1.
C22H61N5O6 | ωB97M-V/def2-TZVPD

```
! wB97M-V def2-TZVPD RIJCOSX def2/J DEFGRID3
* xyz 0 1
C -3.05 3.46 -7.60
O -1.76 3.33 -8.03
C -1.06 4.54 -8.33
C -1.84 5.29 -9.51
C -1.85 4.45 -10.78
N -1.22 6.56 -9.82
H -3.12 4.23 -6.84
H -3.45 2.56 -7.13
H -3.82 3.65 -8.34
H -1.06 5.19 -7.46
H -0.08 4.32 -8.75
H -2.88 5.56 -9.33
H -2.32 4.96 -11.62
H -2.31 3.49 -10.55
H -0.83 4.21 -11.08
H -1.82 7.07 -10.46
H -1.19 7.19 -9.03
C -6.75 -6.58 1.91
O -7.32 -5.21 1.81
C -6.33 -4.25 1.78
C -6.96 -2.88 1.76
C -7.39 -2.38 0.38
N -6.02 -1.95 2.28
H -6.88 -7.10 2.86
H -5.81 -6.60 1.36
H -7.49 -7.18 1.38
H -5.63 -4.45 2.59
H -5.74 -4.32 0.87
H -7.83 -2.81 2.40
H -8.18 -3.02 0.00
H -6.63 -2.30 -0.40
H -7.79 -1.37 0.45
H -5.52 -2.33 3.07
H -5.27 -1.76 1.63
C 4.32 -0.72 7.67
O 4.09 -2.10 7.45
C 2.97 -2.46 6.61
C 2.97 -3.92 6.36
C 2.92 -4.77 7.61
N 4.28 -4.19 5.79
H 5.17 -0.71 8.35
H 3.52 -0.17 8.15
H 4.60 -0.14 6.79
H 2.03 -2.03 6.95
H 3.28 -1.90 5.73
H 2.21 -4.20 5.63
H 3.15 -5.81 7.41
H 1.93 -4.81 8.07
H 3.67 -4.37 8.29
H 4.55 -5.14 6.00
H 4.93 -3.69 6.38
C 3.62 12.00 2.70
O 3.04 10.88 3.22
C 1.77 10.47 2.74
C 1.84 9.37 1.60
C 2.39 9.86 0.28
N 0.55 8.85 1.41
H 3.22 12.83 3.30
H 3.42 12.12 1.64
H 4.70 12.02 2.85
H 1.35 9.98 3.62
H 1.21 11.35 2.43
H 2.55 8.61 1.94
H 1.69 10.52 -0.24
H 2.65 9.17 -0.52
H 3.33 10.38 0.48
H 0.60 7.99 0.88
H 0.09 8.54 2.26
C 2.64 -10.62 -0.25
O 3.02 -9.84 -1.32
C 3.51 -8.56 -0.89
C 2.34 -7.63 -0.68
C 1.45 -7.56 -2.01
N 2.58 -6.25 -0.20
H 1.61 -10.42 0.06
H 3.22 -10.58 0.67
H 2.78 -11.64 -0.58
H 4.08 -8.64 0.03
H 4.16 -8.13 -1.65
H 1.67 -8.12 0.04
H 0.98 -8.54 -2.09
H 1.94 -7.29 -2.95
H 0.75 -6.73 -1.99
H 3.28 -5.93 -0.85
H 3.05 -6.41 0.68
C 1.25 1.11 -0.59
C 0.08 0.47 -1.26
O -0.43 -0.39 -0.33
H 2.16 0.56 -0.35
H 0.90 1.58 0.33
H 1.51 1.99 -1.18
H 0.41 -0.02 -2.17
H -0.61 1.28 -1.52
H 0.23 -1.09 -0.27
*
```

## Properties
Kohn-Sham gap (Eh): 0.355
SMILES: COC[C@H](C)N.COC[C@H](C)N.COC[C@H](C)N.COC[C@H](C)N.COC[C@H](C)N.CCO
E_LUMO (eV): 0.6
E_HOMO (Eh): -0.3322

Here are the Löwdin charges for atoms 1 to 8, given in e: C -0.16; O -0.19; C -0.13; C -0.45; C -0.07; N 0.01; H 0.09; H 0.09

2.
C36H46FN3O11S3 | ωB97M-V/def2-TZVPD

```
! wB97M-V def2-TZVPD RIJCOSX def2/J DEFGRID3
* xyz 0 1
C -2.80 4.68 -2.50
C -3.43 3.17 -2.84
O -2.44 2.13 -2.53
C -2.95 1.13 -1.58
C -2.41 1.45 -0.04
C -3.53 2.00 1.05
C -5.14 2.23 0.68
N -5.30 3.64 0.10
C -3.09 2.31 2.61
C -4.12 2.81 3.81
C -4.98 1.50 4.32
C -4.06 0.26 4.88
O -4.80 -1.01 4.58
C -4.02 -2.18 5.10
C -1.50 2.10 3.08
C -0.44 1.55 1.96
C -0.82 1.20 0.40
N 0.09 0.66 -0.66
N 0.64 1.63 -1.47
C 1.62 2.54 -0.77
C 1.06 4.06 -0.37
O 2.89 2.29 -0.48
C 1.12 1.13 -2.81
C 0.03 0.64 -3.98
O 2.42 0.98 -3.17
C 1.09 -0.35 -0.15
C 1.52 -1.72 -1.01
F 0.91 -2.00 -2.36
C 2.56 -2.86 -0.45
C 2.95 -4.25 -1.30
C 2.68 -5.49 -0.21
C 1.15 -5.49 0.47
C 0.70 -6.60 1.61
C 1.84 -7.71 2.07
C 3.33 -7.71 1.37
C 3.81 -6.60 0.22
C 3.28 -2.69 1.01
C 2.89 -1.37 1.90
C 3.52 -1.11 3.41
C 4.70 0.06 3.32
C 4.77 1.00 4.68
S 4.11 2.75 4.42
O 2.67 2.94 5.01
O 5.03 3.69 5.28
O 4.22 3.30 2.80
C 1.83 -0.25 1.35
S 1.38 1.24 2.46
H -2.60 5.24 -3.53
H -1.78 4.52 -1.94
H -3.52 5.32 -1.81
H -4.46 3.01 -2.31
H -3.64 3.13 -4.01
H -4.11 0.97 -1.62
H -2.47 0.07 -1.85
H -5.81 2.21 1.65
H -5.55 1.39 -0.03
H -4.55 4.20 0.57
H -6.26 3.97 0.42
H -4.91 3.61 3.43
H -3.57 3.24 4.75
H -5.69 1.04 3.49
H -5.72 1.79 5.21
H -3.87 0.27 6.04
H -3.02 0.14 4.36
H -4.79 -2.85 5.70
H -3.18 -1.80 5.85
H -3.58 -2.86 4.24
H -1.22 2.34 4.22
H 0.55 4.51 -1.35
H 0.34 4.05 0.56
H 2.02 4.74 -0.20
H -0.78 -0.12 -3.53
H -0.50 1.56 -4.49
H 0.61 0.01 -4.80
H 4.06 -4.19 -1.66
H 2.17 -4.40 -2.19
H 0.33 -4.69 0.16
H -0.36 -6.63 2.14
H 1.53 -8.49 2.91
H 4.10 -8.51 1.74
H 4.87 -6.57 -0.27
H 4.02 -3.53 1.39
H 3.99 -2.15 3.76
H 2.73 -0.77 4.20
H 4.60 0.73 2.35
H 5.73 -0.53 3.27
H 4.12 0.48 5.50
H 5.90 1.12 5.01
H 3.47 3.96 2.66
O -0.72 -2.23 -9.19
S 0.07 -1.52 -8.21
O -0.39 -1.28 -6.86
O 0.52 -0.10 -8.86
C 1.95 -0.01 -8.86
C 2.44 -1.45 -8.95
O 1.54 -2.21 -8.14
H 2.27 0.46 -7.93
H 2.29 0.59 -9.71
H 3.47 -1.57 -8.59
H 2.37 -1.83 -9.98
*
```

## Properties
Kohn-Sham gap (Eh): 0.280
SMILES: CCOCc1c(CN)c(CCCOC)cc2c1N(N(C(C)=O)C(C)=O)c1c(F)c(Cc3ccccc3)cc(CCCS(=O)(=O)O)c1S2.O=S1(=O)OCCO1
E_LUMO (eV): -0.4
E_HOMO (Eh): -0.2953

Here are the Löwdin charges for atoms 1 to 8, given in e: C -0.09; C -0.23; O -0.24; C -0.16; C 0.05; C -0.03; C -0.23; N -0.04

3.
C26H19N2O4PPdSe2 | ωB97M-V/def2-TZVPD

```
! wB97M-V def2-TZVPD RIJCOSX def2/J DEFGRID3
* xyz 0 1
Pd 0.24 0.23 0.01
Se 2.47 -0.72 -0.46
P 2.30 -1.00 1.68
Se 0.16 -1.38 1.80
C 3.34 -2.31 2.36
C 4.39 -2.83 1.62
C 5.21 -3.79 2.18
C 4.98 -4.24 3.47
C 3.92 -3.73 4.20
C 3.10 -2.76 3.66
C 2.80 0.51 2.55
C 1.93 1.19 3.38
C 2.35 2.35 4.02
C 3.64 2.81 3.83
C 4.52 2.13 3.00
C 4.10 0.97 2.36
H 4.56 -2.48 0.60
H 6.03 -4.20 1.60
H 5.61 -5.00 3.90
H 3.73 -4.09 5.21
H 2.27 -2.36 4.23
H 0.91 0.83 3.50
H 1.66 2.89 4.66
H 3.96 3.72 4.32
H 5.52 2.50 2.85
H 4.78 0.45 1.69
N -1.90 0.16 -0.45
C -3.05 0.15 -0.51
C -4.47 0.12 -0.65
C -5.07 0.68 -1.77
C -6.44 0.64 -1.91
C -7.22 0.04 -0.93
C -6.62 -0.53 0.20
C -5.25 -0.49 0.34
H -4.44 1.14 -2.53
H -6.91 1.07 -2.78
H -8.29 0.01 -1.04
H -7.23 -0.99 0.96
H -4.77 -0.93 1.21
O -0.45 3.95 -1.63
C -0.19 2.76 -1.62
O 0.44 2.15 -0.67
C -0.61 1.93 -2.82
C 0.11 0.82 -3.24
C -0.32 0.08 -4.33
C -1.48 0.46 -4.97
C -2.21 1.57 -4.59
C -1.76 2.31 -3.51
N -1.97 -0.35 -6.11
O -2.94 0.06 -6.72
O -1.31 -1.32 -6.43
H 1.01 0.54 -2.72
H 0.22 -0.79 -4.67
H -3.09 1.85 -5.15
H -2.27 3.21 -3.19
*
```

## Properties
Kohn-Sham gap (Eh): 0.269
E_LUMO (eV): -1.1
E_HOMO (Eh): -0.3113

Here are the Löwdin charges for atoms 1 to 8, given in e: Pd 0.35; Se 0.39; P 0.18; Se 0.34; C -0.40; C -0.10; C -0.07; C -0.07

4.
C4H6O2 | ωB97M-V/def2-TZVPD

```
! wB97M-V def2-TZVPD RIJCOSX def2/J DEFGRID3
* xyz 0 1
O 0.56 -1.28 -1.47
C 1.05 -0.86 -0.34
C 0.33 -0.25 0.82
C -0.92 0.50 0.46
C -0.47 1.16 -0.91
O -0.66 2.32 -1.13
H 1.98 -1.38 -0.08
H 1.06 0.38 1.35
H 0.14 -1.10 1.50
H -1.74 -0.18 0.24
H -1.24 1.22 1.23
H -0.09 -0.53 -1.67
*
```

## Properties
Kohn-Sham gap (alpha / beta) (Eh): 0.332 / 0.219
E_LUMO (alpha / beta) (eV): 0.6 / -0.9
E_HOMO (alpha / beta) (Eh): -0.3115 / -0.2512

Here are the Löwdin charges for atoms 1 to 8, given in e: O 0.00; C -0.23; C -0.24; C -0.15; C -0.15; O 0.09; H 0.11; H 0.12

5.
C22H27BrOY | ωB97M-V/def2-TZVPD

```
! wB97M-V def2-TZVPD RIJCOSX def2/J DEFGRID3
* xyz -1 1
C -3.98 -0.05 -1.20
C -3.34 0.71 -2.23
C -2.19 -0.03 -2.69
H -3.61 1.72 -2.48
C -2.13 -1.24 -1.91
C -3.23 -1.25 -1.01
H -3.52 -2.06 -0.34
H -4.91 0.18 -0.69
H -1.38 0.36 -3.32
H -1.37 -2.00 -1.95
Y -1.42 0.89 -0.63
Br -1.64 3.49 -0.40
C -2.14 0.56 3.32
C -2.77 -0.69 3.01
C -4.02 -0.41 2.39
H -2.29 -1.67 3.07
C -4.16 1.01 2.31
C -3.00 1.61 2.87
H -2.75 2.67 2.82
H -1.11 0.69 3.68
H -4.67 -1.14 1.90
H -4.95 1.54 1.75
C 2.32 -3.49 1.59
C 1.50 -2.25 1.22
C 0.92 -1.64 2.52
C 2.30 -1.26 0.38
C 3.69 -1.30 0.28
C 4.36 -0.33 -0.48
C 3.68 0.68 -1.18
C 2.29 0.72 -1.12
C 1.52 1.79 -1.89
C 1.92 3.21 -1.42
C 1.79 1.66 -3.39
C 1.62 -0.24 -0.32
O 0.31 -0.18 -0.17
H 3.11 -3.23 2.29
H 2.76 -3.92 0.69
H 1.67 -4.25 2.05
H 0.62 -2.58 0.64
H 1.74 -1.32 3.18
H 0.27 -0.78 2.31
H 0.33 -2.40 3.07
H 4.24 -2.08 0.80
H 5.45 -0.35 -0.53
H 4.21 1.43 -1.78
H 0.40 1.70 -1.75
H 2.99 3.36 -1.57
H 1.35 3.96 -1.99
H 1.68 3.35 -0.36
H 1.49 0.67 -3.74
H 1.21 2.40 -3.96
H 2.85 1.80 -3.61
*
```

## Properties
Kohn-Sham gap (Eh): 0.215
E_LUMO (eV): 2.6
E_HOMO (Eh): -0.1212

Here are the Löwdin charges for atoms 1 to 8, given in e: C -0.16; C -0.25; C -0.27; H 0.08; C -0.20; C -0.14; H 0.10; H 0.10

6.
C2H4ClF | ωB97M-V/def2-TZVPD

```
! wB97M-V def2-TZVPD RIJCOSX def2/J DEFGRID3
* xyz 0 1
C -0.15 0.16 -0.42
C -0.39 -0.15 1.31
F -0.08 1.03 1.94
Cl -2.10 -0.41 1.72
H 0.90 0.40 -0.35
H -0.77 1.04 -0.68
H -0.65 -0.61 -0.86
H 0.13 -1.03 1.52
*
```

## Properties
Kohn-Sham gap (Eh): 0.426
SMILES: C[C@@H](F)Cl
E_LUMO (eV): 1.0
E_HOMO (Eh): -0.3882

Charges per atom according to Löwdin partitioning, unit e: C -0.02; C -0.68; F -0.09; Cl 0.59; H 0.06; H 0.07; H 0.01; H 0.06